[1]
ORCA calculation (ωB97M-V/def2-TZVPD) on a structure of composition C45H53BaCl4I2N6O3S5.

## Properties
Lowest unoccupied orbital energy ... 0.055 Eh
E_tot ... -6753.40460 hartree
HOMO level ... -4.1827 eV
Net charge ... -1

The geometry in XYZ format:
```
119
C45H53BaCl4I2N6O3S5 ωB97M-V/def2-TZVPD
Ba 0.86 -0.19 -1.53
C 2.83 5.00 2.28
C 2.74 4.64 0.76
S 1.75 3.01 0.60
C 0.19 3.52 1.32
C -0.21 2.71 2.53
S 1.24 1.96 3.31
C 1.12 2.32 5.12
C 1.99 1.34 5.90
S 3.78 1.61 5.55
C 4.16 3.38 5.87
C 3.74 4.37 4.81
S 3.47 3.55 3.27
H 1.88 5.45 2.61
H 3.56 5.79 2.33
H 3.74 4.48 0.34
H 2.29 5.45 0.14
H -0.51 3.35 0.51
H 0.06 4.63 1.52
H -0.73 1.82 2.10
H -0.76 3.30 3.33
H 0.06 2.30 5.36
H 1.50 3.36 5.29
H 1.83 0.30 5.70
H 2.00 1.30 6.98
H 5.22 3.42 5.94
H 3.72 3.70 6.87
H 4.47 5.19 4.63
H 2.85 4.95 5.11
I 7.72 2.04 -6.35
C 5.93 1.90 -5.23
C 5.24 3.02 -4.66
C 4.18 2.99 -3.80
I 3.55 4.88 -3.00
C 3.73 1.69 -3.32
O 2.90 1.51 -2.36
C 4.25 0.56 -4.00
C 3.73 -0.81 -3.69
N 2.33 -1.09 -4.10
C 1.85 -0.71 -5.43
C 0.80 0.34 -5.46
C 0.64 0.99 -6.68
C -0.30 1.97 -6.78
C -1.11 2.33 -5.63
C -0.81 1.72 -4.45
N 0.14 0.67 -4.38
C 5.32 0.70 -4.88
H 5.56 4.03 -4.89
H 3.84 -1.04 -2.64
H 4.38 -1.52 -4.23
H 2.33 -2.08 -3.99
H 1.48 -1.60 -6.10
H 2.68 -0.21 -6.00
H 1.31 0.72 -7.56
H -0.41 2.51 -7.69
H -1.90 3.12 -5.70
H -1.22 2.04 -3.46
H 5.69 -0.21 -5.30
Cl 2.10 -3.14 -1.16
N 7.04 -2.32 2.87
C 6.96 -2.03 1.53
C 5.80 -2.56 0.88
C 5.67 -2.23 -0.47
N 6.53 -1.41 -1.17
C 7.51 -0.91 -0.51
C 7.87 -1.27 0.78
H 6.53 -3.11 3.18
H 7.97 -2.27 3.23
H 4.94 -3.09 1.29
H 4.78 -2.62 -0.98
H 8.14 -0.17 -1.06
H 8.82 -1.01 1.18
Cl -11.12 0.37 -1.48
C -9.67 -0.42 -0.89
C -9.30 -1.67 -1.40
C -7.97 -2.10 -1.29
C -7.09 -1.46 -0.41
C -5.69 -1.99 -0.13
C -5.04 -2.64 -1.40
N -3.59 -2.52 -1.49
C -2.69 -3.37 -0.80
C -1.47 -3.04 -1.30
N -1.57 -1.90 -2.15
C -2.84 -1.59 -2.22
O -5.62 -3.02 0.85
C -5.74 -2.63 2.28
C -6.91 -3.33 2.85
C -6.95 -4.74 2.91
Cl -5.72 -5.87 2.34
S -8.43 -5.35 3.55
C -9.02 -3.74 3.77
C -8.11 -2.77 3.35
C -7.50 -0.26 0.17
Cl -6.49 0.54 1.32
C -8.73 0.29 -0.05
H -10.07 -2.23 -2.00
H -7.67 -3.01 -1.86
H -5.06 -1.13 0.26
H -5.40 -2.09 -2.23
H -5.34 -3.69 -1.50
H -3.07 -4.07 -0.07
H -0.43 -3.28 -1.13
H -3.23 -0.63 -2.58
H -5.88 -1.53 2.27
H -4.76 -2.84 2.75
H -10.00 -3.42 4.13
H -8.22 -1.68 3.47
H -8.99 1.21 0.36
C 1.46 -1.74 2.29
C 0.20 -0.89 2.03
C -1.02 -1.81 2.11
O 0.06 -0.28 0.74
H 1.12 -2.49 3.05
H 2.27 -1.17 2.75
H 1.90 -2.22 1.41
H 0.20 -0.07 2.76
H -0.87 -2.67 1.44
H -1.96 -1.28 1.71
H -1.29 -2.15 3.10
```

These are the Löwdin partial charges, in e, on atoms 1 to 8: Ba 1.6191; C -0.4852; C -0.4794; S 0.7888; C -0.5649; C -0.5006; S 0.7567; C -0.4811

---

[2]
ORCA calculation (ωB97M-V/def2-TZVPD) on a structure of composition C45H53BaN9O4S2.

## Properties
Lowest unoccupied orbital energy ... -0.182 Eh
Energy relative to the best compared isomer or geometry (same formula, charge and spin) ... 9.62 kcal/mol
E_tot ... -3361.93397 hartree
HOMO level ... -12.0299 eV
Net charge ... +2

The geometry in XYZ format:
```
114
C45H53BaN9O4S2 ωB97M-V/def2-TZVPD
Ba -0.46 -0.01 1.10
N -0.40 -2.44 2.43
C -1.72 -2.97 2.54
C -2.13 -3.73 3.60
C -3.43 -4.28 3.65
C -4.30 -4.10 2.62
C -3.92 -3.29 1.52
C -4.77 -3.05 0.42
C -4.38 -2.21 -0.57
C -3.15 -1.53 -0.44
N -2.32 -1.75 0.55
C -2.66 -2.66 1.51
H 0.16 -2.71 3.23
H 0.06 -2.82 1.60
H -1.42 -3.95 4.40
H -3.71 -4.89 4.51
H -5.28 -4.56 2.63
H -5.73 -3.55 0.38
H -5.01 -2.01 -1.43
H -2.87 -0.79 -1.17
C 1.83 -5.33 -0.39
O 2.83 -4.31 -0.33
C 4.12 -4.63 -0.61
C 4.54 -5.62 -1.49
C 5.89 -5.84 -1.71
C 6.85 -5.09 -1.06
C 6.45 -4.09 -0.19
C 5.10 -3.86 0.02
N 4.68 -2.85 0.95
C 3.88 -1.85 0.70
C 3.53 -1.31 -0.55
C 4.29 -1.50 -1.74
C 4.00 -0.78 -2.86
C 2.92 0.13 -2.84
C 2.16 0.32 -1.72
C 2.42 -0.41 -0.54
O 1.67 -0.28 0.52
H 1.96 -5.99 -1.24
H 0.88 -4.81 -0.50
H 1.85 -5.92 0.53
H 3.81 -6.22 -2.02
H 6.19 -6.62 -2.40
H 7.90 -5.27 -1.22
H 7.18 -3.48 0.33
H 4.93 -3.00 1.92
H 3.48 -1.35 1.57
H 5.13 -2.18 -1.73
H 4.60 -0.90 -3.75
H 2.69 0.69 -3.74
H 1.32 1.01 -1.73
C 1.28 -2.61 -5.71
N 0.89 -2.97 -4.35
C 2.00 -3.43 -3.53
C -0.29 -2.63 -3.79
S -0.46 -2.33 -2.13
N -1.35 -2.50 -4.64
C -2.55 -1.82 -4.21
C -1.59 -3.46 -5.72
H 2.22 -2.05 -5.66
H 0.52 -1.98 -6.16
H 1.44 -3.49 -6.33
H 2.45 -4.30 -4.01
H 1.64 -3.70 -2.54
H 2.76 -2.65 -3.43
H -2.30 -0.92 -3.64
H -3.18 -2.46 -3.58
H -3.11 -1.53 -5.10
H -0.80 -4.20 -5.75
H -1.65 -2.96 -6.69
H -2.53 -3.97 -5.53
C -1.92 8.32 -0.74
C -1.77 6.84 -1.02
C -2.78 6.03 -0.21
N -2.63 4.59 -0.43
C -2.52 3.60 0.43
S -2.62 1.98 -0.06
N -2.35 3.88 1.79
C -1.46 4.73 2.44
O -1.63 4.98 3.61
C -0.27 5.22 1.69
C 0.27 6.45 2.06
C 1.39 6.94 1.41
C 2.01 6.18 0.42
C 1.49 4.94 0.07
C 0.35 4.46 0.70
H -1.21 8.90 -1.32
H -1.75 8.55 0.32
H -2.92 8.68 -1.00
H -0.76 6.50 -0.78
H -1.93 6.64 -2.08
H -3.80 6.30 -0.51
H -2.69 6.24 0.86
H -2.72 4.28 -1.39
H -2.98 3.38 2.41
H -0.21 7.02 2.85
H 1.80 7.90 1.69
H 2.89 6.56 -0.08
H 1.98 4.35 -0.69
H -0.05 3.50 0.42
N -4.20 3.16 5.98
C -3.66 2.82 4.80
O -4.27 2.85 3.75
C -2.22 2.39 4.79
C -1.23 2.87 5.63
C 0.09 2.50 5.40
C 0.36 1.68 4.32
N -0.59 1.21 3.50
C -1.85 1.54 3.76
H -5.15 3.51 5.99
H -3.71 3.09 6.85
H -1.46 3.56 6.43
H 0.89 2.87 6.02
H 1.38 1.42 4.07
H -2.62 1.17 3.10
```

These are the Löwdin partial charges, in e, on atoms 1 to 8: Ba 1.8126; N -0.0255; C -0.2554; C -0.0140; C -0.0526; C -0.0172; C -0.1407; C 0.0208